Entry 1:
Below is a cluster of 3 separate species, C38H51F18IN3O9P3S in total at a distorted geometry, with properties calculated with ωB97M-V/def2-TZVPD.

Summary:
**Structure (SMILES)**: CCCNc1c(C)cc(C(F)(F)C(F)(F)C(F)(F)C(F)(F)C(F)(F)C(F)(F)C(F)(F)C(F)(F)F)c2c1Sc1cc(N)c(P(O)I)cc1N2CCF.CCOP(=O)(OCC)OCC.CCOP(=O)(OCC)OCC
**HOMO-LUMO gap**: 6.10 eV
**Total charge**: 0

Last column: Löwdin charge in e.
CARTESIAN COORDINATES (ANGSTROEM)
N 0.28431 -0.89324 -1.68368  -0.02
C -1.03058 -3.89990 5.24388  -0.08
H -7.13724 -0.64096 -3.92072  0.10
F -2.11113 4.10466 -0.71518  0.08
H -5.01063 -2.06026 0.80219  0.10
N -4.47979 -1.37910 -4.14104  -0.12
C 5.45744 3.81672 5.97666  -0.08
F -5.97488 0.50570 -6.00351  0.07
P 0.69558 -4.57793 2.68468  0.74
F -3.93765 5.91415 -2.24465  0.08
F -4.85631 4.82404 -5.14649  0.08
F -3.06959 3.70748 -5.99217  0.10
H 9.03360 2.23251 0.29293  0.08
H 1.46874 -4.78770 0.13858  0.10
C -5.43745 -1.78241 -0.21721  -0.02
H 2.62035 -0.76720 -0.65121  0.09
H 4.56345 4.30350 6.37319  0.08
C 9.38370 4.23952 5.49013  -0.07
H 1.35605 -6.05190 6.10241  0.07
C 8.43183 0.94154 1.91170  -0.30
C 9.44554 2.75302 5.19643  -0.28
C -4.24836 4.45410 0.39837  -0.29
H 2.08905 2.00237 0.92718  0.08
C -5.20068 -1.38137 -2.85471  -0.20
C -2.10699 -1.18726 -2.87287  -0.29
F -4.61240 3.33530 1.21306  0.09
O 8.17107 2.11457 5.22148  -0.26
C -4.85996 1.40754 -6.11834  -0.19
C -3.17337 4.03110 -3.58622  -0.18
F -3.68856 2.47360 -0.90816  0.07
H 2.90114 0.89699 -1.37376  0.09
H 2.70174 -5.12953 5.42970  0.07
C -7.61452 -0.90821 -1.62616  -0.36
C 0.67885 0.34741 -0.93850  -0.21
H 0.16259 0.45451 0.08991  0.13
P 7.07277 2.05470 3.90905  0.74
C -2.66094 0.12632 -5.18394  -0.01
F -3.97861 -0.65158 -7.06187  0.03
H 9.42129 0.47842 1.97121  0.12
P -9.40428 -0.38981 -1.88807  0.48
H 0.48569 1.31828 -1.52614  0.12
H 10.00194 2.55804 4.28006  0.11
H -0.21252 -2.24623 4.11383  0.11
C -0.19096 0.33587 -3.97742  -0.13
H -0.79304 1.38715 -5.96421  0.12
H 1.08874 2.14410 -4.06750  0.10
H -7.14842 -1.36770 1.79210  0.09
C 1.27487 1.00363 -4.06489  -0.07
O 6.90961 3.69715 4.02846  -0.24
F -4.78286 1.67495 -3.58739  0.08
H 7.69417 0.16191 2.12040  0.10
F -2.25827 2.97026 -3.32723  0.08
H -0.68101 -4.73634 5.85272  0.07
O 8.37790 1.97910 2.88779  -0.26
H 2.92709 -5.74977 0.36853  0.12
C -3.52014 3.90343 -0.91939  -0.17
C 2.27960 0.33107 -0.59960  -0.24
H -5.62526 -2.71934 -5.36016  0.14
C -4.00055 3.68859 -4.91453  -0.18
F -3.27318 5.16099 1.17971  0.08
H -1.57812 -4.32492 4.39591  0.07
C -4.37477 -3.99416 -4.00841  -0.15
H 5.32731 2.73305 6.06666  0.07
H 1.97870 0.66723 -3.23681  0.05
H 2.97131 -6.78162 5.97032  0.08
O 0.74554 -6.06452 3.53249  -0.26
H -5.09003 -4.10739 -3.12676  0.12
F -5.42875 4.20439 -2.41099  0.11
O 2.20234 -4.92007 2.09098  -0.26
F -2.74538 1.22439 -7.42432  0.04
C 0.13353 -3.05220 4.76743  -0.29
H 7.29223 2.10196 0.47316  0.07
C 1.91761 -6.64845 4.09675  -0.28
C -6.70368 -0.93709 -2.90147  0.01
F -6.26643 2.85150 -4.81362  0.06
C -3.10797 -0.84852 -4.04439  -0.11
F -5.30237 5.35258 0.19654  0.12
C 5.68757 4.21687 4.53177  -0.29
O 1.11569 -3.83159 4.10059  -0.25
C -4.57203 -1.81531 -1.49531  -0.38
H 2.83833 -2.71080 0.77698  0.06
C 3.27712 -3.62676 0.37476  -0.08
N -7.73469 -1.33343 0.94964  0.02
H -10.07900 1.65187 -2.21478  0.04
I -10.93320 -1.52867 -0.31805  0.36
C 2.41600 -4.83492 0.68268  -0.29
C -3.54448 0.57538 -6.41233  -0.25
H 9.02355 4.80140 4.62656  0.07
H 0.62230 -2.58794 5.62805  0.12
H 2.78285 -6.58992 3.43704  0.11
O -9.50678 1.30068 -1.48346  -0.44
H -1.72636 -3.30062 5.83563  0.08
H 8.20404 0.75241 -0.23082  0.08
H 4.85479 3.89423 3.90023  0.11
C 2.62672 0.98448 0.83559  -0.13
H -3.26201 -4.03737 -3.69674  0.10
C -6.95112 -1.34102 -0.28438  -0.23
H 5.74867 5.30607 4.46079  0.12
F -4.56823 -5.20053 -4.82110  -0.13
C -1.18960 0.68595 -5.13951  0.05
C 8.22467 1.53614 0.53119  -0.08
H 1.71626 0.69301 -5.07488  0.09
H 3.75611 1.21320 0.81504  0.07
C -0.64689 -0.60233 -2.79685  -0.14
C -4.57078 -2.66910 -4.88436  -0.14
F -5.15852 2.21537 -7.26854  0.08
H -3.77296 -2.70462 -5.71753  0.14
H -8.37106 -0.52596 0.93862  0.04
H 6.31228 4.09074 6.59855  0.07
O 6.04973 1.88056 2.77815  -0.21
H 3.40683 -3.50616 -0.70419  0.08
H 8.71592 4.45020 6.32835  0.07
C -4.90386 2.36131 -4.84576  -0.16
F -2.33823 5.15396 -3.93294  0.08
H 10.02265 2.27790 5.99653  0.12
H 4.26362 -3.73475 0.83445  0.08
H 2.37577 0.28632 1.71515  0.08
H -0.16390 -1.50077 -0.97066  0.08
S -2.76895 -2.30871 -1.52906  0.90
C 2.25042 -6.12205 5.47943  -0.07
H 10.38114 4.61810 5.73005  0.08
C -4.04613 4.47807 -2.31414  -0.19
H 1.69227 -7.71581 4.19065  0.12
O 0.57386 -3.27782 1.87599  -0.22



Entry 2:
Below is a structure of composition C38H51FN5O5SbSc at a distorted geometry, with properties calculated with ωB97M-V/def2-TZVPD.

Summary:
**HOMO-LUMO gap**: 5.49 eV
**Total charge**: +1

Last column: Löwdin charge in e.
CARTESIAN COORDINATES (ANGSTROEM)
C 4.48684 1.46795 -0.61818  0.10
C 6.30746 -3.02618 -0.11151  -0.26
C -2.23620 -3.95640 -0.28029  -0.54
C -5.45717 -1.77815 -1.08224  -0.13
C 0.02737 2.93677 0.57847  -0.30
C 10.55012 1.33424 -0.16437  -0.08
H 10.78725 3.38776 -0.18802  0.18
C 3.87181 -1.55262 4.46192  -0.08
C 1.66704 0.34974 2.08563  -0.44
H 11.28554 1.18072 0.62339  0.14
N 10.84461 2.62591 -0.86784  0.06
C -3.52966 -1.33354 -2.65697  -0.15
C 5.39724 -0.76170 -0.43722  -0.11
O -1.27834 0.88996 -1.00891  -0.20
H -1.48262 -3.94289 -1.07112  0.07
O 1.48508 -3.78862 -0.26011  0.07
H 9.09269 2.19688 1.16344  0.14
H 3.62256 2.12033 -0.64686  0.15
H 3.67176 1.97771 2.91152  0.11
C 4.82072 -0.59803 4.79992  -0.10
O 1.97729 0.32341 -0.90576  -0.01
H -2.27897 -4.53547 1.82212  0.06
C 3.93767 -2.61505 -0.32914  0.06
H -5.43698 -2.86175 -1.18782  0.06
C -4.01007 -0.40361 2.36317  -0.16
H 0.55660 4.05454 2.30931  0.09
C 6.20935 -4.08326 0.94214  -0.07
H -4.29905 -4.62681 -0.05894  0.06
C 4.28722 0.08752 -0.57100  -0.03
H 8.89938 0.46205 0.88645  0.13
C 0.68641 4.11767 1.22892  -0.02
H 5.60282 -0.83722 5.50954  0.10
H -6.12337 -1.38227 -1.85583  0.08
H 9.91574 2.07097 -2.67178  0.14
O 0.93143 -0.63657 1.63829  -0.13
H 7.72927 3.07746 -2.13373  0.15
H 10.62577 0.53633 -0.90021  0.14
N 8.20141 1.65674 -0.67822  -0.09
H 3.92119 -2.54154 4.89999  0.10
H -1.39860 4.14861 -0.48551  0.10
Sb -2.49688 -1.81716 0.15926  1.61
C -4.68969 -2.84128 2.28463  -0.14
H -5.53480 -2.62485 1.63307  0.06
C 9.13603 1.40364 0.39707  -0.13
H 10.08330 3.82886 -2.44364  0.14
H 6.80269 -3.28918 -1.03984  0.16
C -3.47140 -4.70320 -0.76600  -0.14
C -3.55967 -1.83887 2.09661  -0.55
N 1.46931 1.59540 1.77218  0.09
Sc 0.04469 -0.16970 -0.04743  0.84
H -2.75391 -2.08816 2.79354  0.08
C -4.07492 -1.16159 -1.24106  -0.54
C 5.75210 1.97725 -0.58947  -0.19
H -3.45105 -2.39014 -2.92233  0.07
C 1.48691 -2.60416 -0.54472  -0.57
C 2.82271 -1.86388 -0.50780  -0.01
C -1.03805 3.14009 -0.34710  -0.01
C 6.68525 -0.21517 -0.49216  0.07
O 0.47787 -1.89384 -0.90518  -0.15
C 9.84272 2.88623 -1.95502  -0.08
C 2.85699 -1.23665 3.57166  -0.02
H 8.37922 3.77880 -0.64784  0.14
H -2.54005 -0.88278 -2.75772  0.06
H 11.79090 2.62080 -1.24632  0.19
C 8.45098 2.92301 -1.33639  -0.14
H 6.62074 -5.05479 0.70989  0.11
H 2.11072 -1.96952 3.29278  0.12
H -2.87491 1.75387 -2.77012  0.08
C 4.75424 0.67064 4.23594  -0.09
N 0.41165 1.72578 0.87342  -0.05
C -2.83663 2.44084 -1.92626  -0.01
H -1.41506 -5.65742 0.76548  0.08
H 8.20636 -3.09613 1.05669  0.10
H -4.36174 -3.86268 2.08957  0.05
H -2.81349 3.46748 -2.28575  0.08
H 0.26747 5.05166 0.86241  0.07
H -4.19763 -0.86000 -3.38297  0.08
H 5.49709 1.41372 4.49986  0.10
C 7.14047 -2.92704 1.13380  -0.10
N 5.19810 -2.11891 -0.28664  0.02
H 6.85806 -2.17492 1.85980  0.11
H -4.37408 -0.29646 3.38875  0.08
C 6.88454 1.15058 -0.58222  -0.15
C -1.61499 -4.59940 0.95651  -0.15
C 3.73960 0.99097 3.34982  -0.03
H -5.89598 -1.53293 -0.11630  0.05
H -4.82310 -0.11931 1.68982  0.07
H -0.66279 -4.12588 1.19962  0.06
C 2.77407 0.04008 3.02097  -0.14
H -4.14331 -0.09250 -1.02127  0.06
C -1.64337 2.13192 -1.05940  -0.42
H 3.82593 -3.68348 -0.20648  0.15
H 1.75790 4.09166 1.03151  0.07
H -3.18961 0.30533 2.22289  0.06
H -5.05050 -2.79918 3.31735  0.08
C 2.93169 -0.44440 -0.67089  -0.27
H -3.80774 -4.33534 -1.73572  0.05
H -3.74311 2.30782 -1.33114  0.09
H 7.54295 -0.87344 -0.48596  0.12
F 5.92329 3.31958 -0.54697  0.07
H -3.22972 -5.76421 -0.88271  0.08
H 5.31637 -4.11566 1.55139  0.11



Entry 3:
Below is a structure of composition C38H52BrIOPPdSi at a distorted geometry, with properties calculated with ωB97M-V/def2-TZVPD.

Summary:
**HOMO-LUMO gap (alpha / beta)**: 7.08 / 7.08 eV
**Total charge**: +1

Last column: Löwdin charge in e.
CARTESIAN COORDINATES (ANGSTROEM)
H 1.78346 6.48024 -1.74311  0.10
C -4.23360 -0.54476 -2.21911  -0.02
H 1.62141 -1.55448 -0.31218  0.06
H -3.99385 1.99875 -1.04971  0.10
H -5.15441 0.04246 -2.29399  0.10
H 0.59240 -4.24039 2.31935  0.10
C 4.45902 3.23376 -3.11736  -0.08
H -2.96219 1.08034 4.54474  0.10
C -3.09057 1.39040 -1.14112  -0.08
H 2.38812 2.73358 -4.73135  0.07
H -4.27244 -4.46450 -1.88231  0.11
H 3.32425 -2.84774 -1.49849  0.11
C -4.86812 -4.48369 0.18210  -0.06
H 1.90315 1.14019 -4.15355  0.04
C -0.59180 -2.52805 2.74332  -0.29
C 1.89468 3.20986 1.28375  -0.12
H -2.41566 1.73089 -0.35112  0.03
H 5.15812 2.85120 -3.86975  0.09
C -3.43750 -0.08421 -1.00010  -0.70
H -5.21214 0.10395 0.21645  0.10
C 0.19560 -4.63082 -0.10581  -0.09
C -0.00981 4.54901 -1.08606  -0.10
H 3.40294 0.02850 -2.29085  0.07
H 0.10545 4.61675 -0.00784  0.06
H 4.52195 3.11612 1.43746  0.10
C -2.62935 0.05413 4.62802  -0.15
C 2.89782 1.04763 0.72677  -0.12
H -3.65517 -0.40656 -3.13216  0.09
H 3.31946 1.02452 1.73879  0.10
H 1.86244 4.29099 1.17167  0.07
H -5.80207 -4.99642 -0.00991  0.11
C -0.91121 -3.71982 5.26514  -0.01
I -0.86393 0.92058 2.47916  1.21
C 3.39166 2.14849 -2.85767  -0.63
H -2.16085 -3.29428 -1.46017  0.12
C 2.73396 1.84058 -4.21804  -0.11
C -2.46417 -3.17620 0.67625  -0.35
H -2.62774 1.60181 -2.10578  0.07
H -4.50175 -1.59827 -2.12558  0.07
C 0.04263 -3.69756 3.07397  -0.05
C 2.45169 -3.35210 -1.10369  -0.06
C 2.81221 2.51126 0.27154  -0.62
H 3.52392 0.41856 0.09687  0.06
H -2.62447 -2.48967 6.86152  0.12
H 0.40015 3.68832 -3.72942  0.08
H 5.04683 3.49673 -2.23646  0.07
H 1.02848 -6.42290 -0.92431  0.11
H -3.71553 0.08427 1.14845  0.06
H 1.91123 0.58723 0.77870  0.00
H 3.22408 5.50315 -1.97192  0.07
C -4.52552 -4.13254 1.47850  -0.06
C -4.00773 -4.18800 -0.87014  -0.06
C 0.99205 4.51781 -3.33604  -0.10
H 4.97116 2.62366 -0.19032  0.07
H 4.81086 0.57433 -3.20624  0.09
H -0.72485 3.75369 -1.30866  0.05
H 3.49479 1.37716 -4.85608  0.09
Pd -0.77954 -0.27266 0.02914  0.30
C -3.32224 -3.48551 1.72804  -0.07
Br 0.48674 1.15723 -1.78371  0.60
C 2.26275 5.53746 -1.45678  -0.08
H -5.18683 -4.36766 2.30189  0.11
H -4.32728 -1.41801 0.43235  0.07
H -0.69051 -5.13167 0.26543  0.12
H 0.40367 5.43210 -3.46817  0.09
H -0.45725 5.49232 -1.41840  0.09
H -3.06758 -3.22708 2.74653  0.10
H 2.46083 5.59635 -0.38700  0.07
H 4.67662 0.96880 -1.49917  0.06
H 0.45610 -5.19523 4.58394  0.12
H 4.22734 4.19912 0.08484  0.08
H 1.88548 4.62166 -3.95061  0.07
C -0.06890 -4.27641 4.36078  -0.04
Si 2.18179 2.72355 -1.50406  0.53
C -2.43114 -1.92356 5.95827  -0.01
H 2.26534 2.99798 2.29293  0.09
H 4.02838 4.14800 -3.52618  0.07
C -1.78693 -0.47468 3.69379  -0.62
H -3.69393 -0.29253 6.48081  0.12
C -3.00931 -0.71044 5.75525  -0.05
C 4.21206 3.14916 0.38693  -0.08
C 4.10456 0.85903 -2.41860  -0.10
H -1.09280 -4.19485 6.22194  0.12
P -0.91317 -2.31304 0.95971  1.03
C 1.16150 -5.35869 -0.78156  -0.05
C -1.55522 -2.48277 4.99242  -0.16
C 1.48329 -2.62050 -0.42982  -0.08
O -2.26696 -0.93003 -1.06383  -0.37
C -2.81378 -3.52826 -0.63136  -0.10
C -4.21737 -0.34324 0.27464  -0.03
C -1.30221 -1.81283 3.77275  -0.24
C 2.29110 -4.71817 -1.27937  -0.06
H 0.86782 2.84265 1.22118  0.00
C 0.35428 -3.25453 0.08082  -0.35
C 1.31895 4.37429 -1.84142  -0.63
H 3.04480 -5.28527 -1.81047  0.11